DFT (ωB97M-V/def2-TZVPD) results for a cluster of 14 separate species, C56H154N14O14 in total in a non-equilibrium geometry.

Structure (XYZ):
```
238
Properties=species:S:1:pos:R:3
C -3.1082 2.4241 -2.0759
C -3.6087 2.4006 -3.5506
C -3.0531 1.1788 -4.3724
O -1.7544 0.9277 -3.9585
C -0.8154 1.7617 -4.5886
N -5.0703 2.3680 -3.5188
H -3.3236 1.4705 -1.5939
H -3.4819 3.1389 -1.3427
H -2.0353 2.6124 -2.0369
H -3.1499 3.2707 -4.0202
H -3.1188 1.3002 -5.4536
H -3.6796 0.3152 -4.1494
H 0.1458 1.5884 -4.1048
H -0.9286 2.8442 -4.5302
H -0.7348 1.4534 -5.6310
H -5.4086 3.0741 -2.8808
H -5.3948 1.4465 -3.2628
C 3.7371 3.3273 2.5654
C 3.5885 1.9991 3.1913
C 2.7139 2.0807 4.4721
O 2.7604 0.8667 5.2751
C 1.7432 -0.0645 4.9452
N 2.9961 1.1614 2.2367
H 4.4885 3.3232 1.7758
H 4.0479 4.0447 3.3249
H 2.7924 3.7520 2.2261
H 4.5674 1.5352 3.3128
H 1.6646 2.3048 4.2803
H 3.0704 2.9757 4.9819
H 0.7380 0.3013 5.1547
H 1.8567 -1.0385 5.4213
H 1.7270 -0.3563 3.8951
H 2.0231 1.3926 2.0958
H 3.2290 0.1926 2.4020
C 8.2030 0.4014 -3.5354
C 7.1034 -0.2005 -2.6295
C 7.5602 -0.5330 -1.2480
O 6.6237 -1.4594 -0.6977
C 5.4736 -0.9607 -0.0498
N 6.0526 0.8029 -2.6829
H 9.1554 -0.1285 -3.5522
H 8.4737 1.4413 -3.3528
H 8.0488 0.2418 -4.6025
H 6.8296 -1.1924 -2.9891
H 7.9080 0.3431 -0.7008
H 8.4802 -1.1136 -1.3158
H 5.2237 0.0981 -0.1168
H 5.5028 -1.2754 0.9934
H 4.6153 -1.3069 -0.6257
H 6.3514 1.6013 -2.1412
H 5.9467 1.1719 -3.6171
C 0.3859 6.3666 -0.0024
C -0.7379 5.4169 -0.3320
C -2.1356 5.7977 0.1431
O -2.4782 5.4092 1.5019
C -3.8592 5.2926 1.9457
N -0.7986 5.2479 -1.7362
H 0.4707 6.4747 1.0789
H 0.3375 7.3227 -0.5237
H 1.2357 5.8598 -0.4597
H -0.5303 4.4199 0.0568
H -2.8500 5.2330 -0.4559
H -2.2529 6.8766 0.0412
H -4.0357 5.1428 3.0108
H -4.2290 4.4150 1.4154
H -4.5060 6.1452 1.7385
H -0.6489 6.1557 -2.1530
H 0.0500 4.7059 -1.8147
C -6.0499 -2.3404 -9.0318
C -5.5493 -1.6591 -7.7834
C -4.6510 -2.5626 -6.9306
O -4.2562 -1.8620 -5.7840
C -3.3887 -2.6202 -4.9464
N -4.8109 -0.4603 -8.1887
H -6.7641 -3.1556 -8.9154
H -5.2455 -3.0157 -9.3235
H -6.2910 -1.5752 -9.7696
H -6.3293 -1.2805 -7.1229
H -3.9273 -2.9551 -7.6450
H -5.1596 -3.4742 -6.6169
H -2.7927 -1.8943 -4.3933
H -2.7381 -3.2505 -5.5527
H -3.9902 -3.2199 -4.2633
H -3.8731 -0.3706 -7.8246
H -5.3100 0.1730 -7.5805
C 2.6590 -3.9411 0.4737
C 1.8675 -2.7992 1.2206
C 0.8264 -3.2351 2.2424
O 0.1511 -2.1581 2.9117
C -0.7583 -2.5777 3.8900
N 2.9045 -2.1603 2.0437
H 3.6427 -3.7003 0.0707
H 2.0759 -4.3629 -0.3450
H 2.9016 -4.7125 1.2045
H 1.4884 -2.1319 0.4466
H 1.2379 -3.8153 3.0682
H 0.1538 -3.9294 1.7389
H -0.3284 -3.1912 4.6819
H -1.5761 -3.1555 3.4595
H -1.2112 -1.6958 4.3430
H 2.5263 -1.8896 2.9402
H 3.8070 -2.6021 2.1459
C -0.0796 -0.2610 -1.6158
C 0.2852 0.7765 -0.5163
C -0.4938 0.5670 0.8249
O 0.0781 1.3532 1.8046
C -0.7970 1.5897 2.9050
N 1.7050 0.7334 -0.3573
H -1.1498 -0.2752 -1.8218
H 0.2786 -1.2812 -1.4777
H 0.3375 0.0962 -2.5573
H 0.0591 1.6854 -1.0739
H -0.4166 -0.4318 1.2545
H -1.5603 0.7654 0.7191
H -1.7712 2.0039 2.6456
H -0.3821 2.3197 3.5999
H -0.8688 0.6565 3.4637
H 2.0441 1.3697 0.3500
H 2.0061 -0.1865 -0.0687
C -0.2519 -5.0331 -1.9582
C 0.6196 -6.0849 -2.6922
C 0.9943 -5.4276 -4.0176
O -0.1975 -5.2716 -4.8036
C 0.0440 -4.4091 -5.8743
N 1.7019 -6.5572 -1.9312
H 0.1534 -4.0212 -1.9618
H -0.7076 -5.2828 -1.0000
H -1.1561 -4.8969 -2.5514
H -0.1075 -6.8599 -2.9347
H 1.5996 -6.0909 -4.6355
H 1.4611 -4.4713 -3.7817
H 0.9045 -4.7864 -6.4267
H 0.2142 -3.4185 -5.4525
H -0.7990 -4.4081 -6.5653
H 2.2324 -7.1707 -2.5332
H 2.4107 -5.8386 -1.8962
C -6.6054 4.0883 10.3979
C -5.9897 3.3148 9.2166
C -4.5381 3.7470 8.9827
O -4.0798 3.4895 7.6280
C -3.6515 4.5478 6.7777
N -6.1769 1.8406 9.3331
H -6.3191 5.1156 10.1727
H -6.0981 4.0096 11.3594
H -7.6508 3.8418 10.5835
H -6.5174 3.6941 8.3415
H -3.9241 3.2540 9.7365
H -4.3593 4.7550 9.3571
H -4.4082 5.3317 6.8106
H -3.4941 4.3734 5.7133
H -2.8527 5.0625 7.3116
H -5.7768 1.3515 8.5451
H -7.1588 1.6066 9.2967
C -3.1551 0.4871 7.2149
C -4.4351 0.6664 6.4469
C -4.1342 1.0553 4.9080
O -5.3922 1.2520 4.1622
C -6.1228 2.4825 4.5688
N -5.2134 -0.5634 6.6887
H -2.6321 -0.2450 6.5996
H -3.2701 0.1351 8.2401
H -2.5344 1.3817 7.2660
H -4.9518 1.5269 6.8721
H -3.5279 0.2543 4.4849
H -3.6561 2.0326 4.8407
H -5.6472 3.4633 4.5771
H -6.4701 2.4047 5.5990
H -6.9998 2.5023 3.9218
H -4.6688 -1.3812 6.4546
H -6.1092 -0.5289 6.2235
C 6.0762 -6.1861 2.5917
C 6.6827 -5.4362 3.9028
C 6.5097 -3.8474 3.8431
O 5.1658 -3.3520 3.7477
C 4.9271 -2.1308 4.4150
N 6.1026 -5.8990 5.1495
H 6.6162 -5.7229 1.7659
H 5.0060 -6.0781 2.4158
H 6.2488 -7.2460 2.7782
H 7.7418 -5.6656 4.0201
H 7.0607 -3.5396 2.9545
H 7.0461 -3.4718 4.7145
H 4.9832 -1.3108 3.6991
H 5.6917 -2.0435 5.1869
H 3.9323 -2.0854 4.8582
H 5.4257 -6.6191 4.9409
H 5.5826 -5.1228 5.5331
C 2.4927 -1.8418 -3.2965
C 3.4542 -2.3834 -4.3994
C 4.2699 -1.4165 -5.3289
O 5.1240 -2.0316 -6.2979
C 5.9186 -1.0968 -6.9757
N 4.4918 -3.2697 -3.8777
H 2.9597 -1.3680 -2.4331
H 2.0652 -2.6849 -2.7539
H 1.6441 -1.2492 -3.6385
H 2.7814 -2.9361 -5.0551
H 4.8482 -0.7823 -4.6570
H 3.7975 -0.6419 -5.9330
H 6.4607 -0.4834 -6.2560
H 5.3523 -0.3936 -7.5863
H 6.5431 -1.5165 -7.7644
H 5.0242 -2.6116 -3.3268
H 5.1774 -3.4634 -4.5936
C 4.0781 3.5859 -1.7202
C 2.9670 3.6977 -2.7693
C 3.3095 2.8430 -3.9488
O 2.2195 2.7448 -4.9136
C 1.7336 3.9598 -5.4539
N 1.7321 3.2837 -2.1639
H 4.8832 4.2588 -2.0154
H 4.5630 2.6097 -1.7099
H 3.6268 3.8337 -0.7595
H 2.7641 4.6621 -3.2350
H 3.6019 1.8408 -3.6357
H 4.1889 3.1332 -4.5238
H 1.2384 4.6829 -4.8058
H 0.9776 3.8059 -6.2238
H 2.5057 4.5231 -5.9781
H 1.8489 2.4399 -1.6212
H 1.2958 3.0460 -3.0432
C -6.1736 0.2513 -0.6652
C -6.2201 -1.2140 -1.0914
C -5.2615 -2.1186 -0.3080
O -3.9616 -1.5086 -0.2128
C -3.0556 -2.2093 0.6842
N -7.5823 -1.6634 -1.0496
H -6.2665 0.5621 0.3755
H -6.9835 0.8153 -1.1279
H -5.3350 0.8049 -1.0876
H -6.0567 -1.1324 -2.1660
H -5.1201 -3.1163 -0.7238
H -5.5107 -2.3280 0.7322
H -3.4241 -2.2096 1.7100
H -2.0114 -1.9022 0.6263
H -3.0337 -3.2258 0.2914
H -7.8744 -1.7346 -0.0854
H -8.1704 -0.9028 -1.3590
```

## Properties
LUMO level   0.5 eV
Orbital gap   0.3219 hartree
Relative energy (zero: lowest compared OMol25 entry of this formula, charge and spin)   919.0 kJ/mol

Atomic partial charges in e from the Mulliken method, atoms 1 to 4: C 0.368; C -0.094; C -0.480; O 0.594

***

DFT (ωB97M-V/def2-TZVPD) results for a structure of composition C16H24As2F13MnO12 in a non-equilibrium geometry.

Structure (XYZ):
```
68
Properties=species:S:1:pos:R:3
Mn 7.8521 -18.5589 26.8687
As 5.4297 -15.8724 24.6962
F 5.5122 -14.7511 26.1731
F 4.2935 -14.8557 23.7345
F 5.5321 -17.0798 23.3352
F 6.6079 -16.8145 25.5780
F 4.1103 -16.8799 25.4524
F 6.7481 -14.9736 23.9046
As 9.5446 -14.9797 27.2274
F 8.8660 -16.6246 27.0781
F 8.2252 -14.7434 28.5291
F 9.9294 -13.2239 27.2760
F 10.7862 -15.4455 26.0270
F 8.4760 -14.5012 25.8598
F 10.6598 -15.4069 28.6407
F 9.2311 -19.2685 25.3703
C 2.3490 -20.2830 27.1876
C 3.2543 -21.3213 26.4004
C 3.2176 -21.0988 24.8657
O 4.2886 -20.1513 24.8642
C 5.0478 -20.1497 25.9217
O 6.1702 -19.5402 26.0456
O 4.5257 -20.9548 26.7844
H 2.1532 -20.5661 28.2218
H 1.3829 -20.0266 26.7527
H 2.8551 -19.3280 27.3291
H 3.0231 -22.3585 26.6430
H 2.2676 -20.7630 24.4500
H 3.6203 -21.9869 24.3788
C 14.0838 -19.7600 29.0541
C 12.6664 -20.2696 29.0139
C 11.9129 -20.4026 30.3494
O 10.6608 -19.7910 30.1519
C 10.7042 -19.1536 28.9358
O 9.7117 -18.6987 28.2781
O 11.9389 -19.3234 28.3807
H 14.1268 -18.9410 29.7721
H 14.5190 -19.6063 28.0667
H 14.8482 -20.4371 29.4354
H 12.4823 -21.2460 28.5658
H 12.4905 -19.8471 31.0882
H 11.7761 -21.4776 30.4670
C 4.6961 -23.3348 29.9267
C 5.7305 -22.3164 30.2665
C 7.1012 -22.7723 30.7044
O 7.9486 -21.8779 29.8750
C 7.2207 -21.2708 28.8794
O 7.6460 -20.4035 28.0220
O 5.9584 -21.4812 29.1633
H 4.8223 -23.8094 28.9536
H 3.6899 -22.9364 30.0565
H 4.7022 -24.0722 30.7294
H 5.4791 -21.6917 31.1236
H 7.3413 -23.7884 30.3914
H 7.3460 -22.7098 31.7647
C 3.5133 -18.0579 32.3644
C 3.7635 -18.3671 30.9271
C 3.3172 -17.2407 30.0193
O 4.3896 -17.1954 29.0934
C 5.4543 -17.7887 29.5035
O 6.5677 -17.9004 29.0092
O 5.1269 -18.4335 30.6225
H 3.6108 -19.0467 32.8127
H 2.5182 -17.6742 32.5891
H 4.2634 -17.4328 32.8489
H 3.3908 -19.3728 30.7328
H 3.0960 -16.3624 30.6257
H 2.3862 -17.5529 29.5463
```

## Properties
LUMO level (alpha / beta)   1.2 / 1.2 eV
Orbital gap (alpha / beta)   0.2684 / 0.2730 hartree
Relative energy (zero: lowest compared OMol25 entry of this formula, charge and spin)   530.4 kJ/mol
Net charge   -1
Expectation value of S²   8.75
2S+1   6

Atomic partial charges in e from the Mulliken method, atoms 1 to 4: Mn 1.844; As 1.914; F -0.518; F -0.517

***

DFT (ωB97M-V/def2-TZVPD) results for the molecule C4H2N2O2S3 in a non-equilibrium geometry.

Structure (XYZ):
```
13
Properties=species:S:1:pos:R:3
O -4.2057 -0.2030 1.2772
C -3.2658 0.1225 0.6928
N -2.3169 0.2441 -0.0279
S -1.1703 1.2764 -0.6130
N 0.2390 0.5147 -0.0444
C 1.0364 -0.2890 -0.8414
O 0.6194 -0.4672 -2.1033
C 2.1239 -0.7684 -0.2165
S 2.1874 -0.2221 1.4424
C 0.7000 0.6810 1.2430
S -0.0603 1.5617 2.3807
H 1.2239 -1.0436 -2.5845
H 2.8889 -1.4072 -0.6050
```

## Properties
LUMO level   0.2 eV
Orbital gap   0.3042 hartree
SMILES   O=C=NSn1c(O)csc1=S
Relative energy (zero: lowest compared OMol25 entry of this formula, charge and spin)   0.0 kJ/mol

Atomic partial charges in e from the Mulliken method, atoms 1 to 4: O -0.400; C 0.571; N -0.231; S 0.115

***

DFT (ωB97M-V/def2-TZVPD) results for the molecule C3H3NOS in a non-equilibrium geometry.

Structure (XYZ):
```
9
Properties=species:S:1:pos:R:3
S 2.3857 -0.5410 0.0000
C 0.6254 -0.4734 -0.0044
C -0.2518 0.6732 -0.0010
C -1.4688 0.1112 -0.0061
O -1.3860 -1.2123 -0.0038
N -0.0483 -1.5901 0.0014
H 2.5411 0.7943 -0.0186
H 0.0571 1.7164 0.0065
H -2.4542 0.5217 0.0260
```

## Properties
LUMO level   0.7 eV
Orbital gap   0.3705 hartree
SMILES   Sc1ccon1
Relative energy (zero: lowest compared OMol25 entry of this formula, charge and spin)   124.5 kJ/mol

Atomic partial charges in e from the Mulliken method, atoms 1 to 4: S -0.204; C 0.518; C -0.156; C -0.489

***

DFT (ωB97M-V/def2-TZVPD) results for a cluster of 2 separate species, C2HBrClFO in total.

Structure (XYZ):
```
7
Properties=species:S:1:pos:R:3
C -1.2756 -0.7892 -0.2728
C -0.1696 0.0552 -0.6254
O -2.3727 -0.7174 -0.7839
F -0.3208 0.9938 -1.5428
Cl 1.3468 -0.0160 0.0815
Br 3.8185 1.9901 2.6262
H -1.0266 -1.5164 0.5172
```

## Properties
LUMO level (alpha / beta)   -1.5 / -3.9 eV
Orbital gap (alpha / beta)   0.3304 / 0.1936 hartree
Relative energy (zero: lowest compared OMol25 entry of this formula, charge and spin)   201.8 kJ/mol

Atomic partial charges in e from the Mulliken method, atoms 1 to 4: C 0.018; C 0.427; O -0.467; F -0.171